Record 1
Computed, not measured: a cluster of 5 separate species, C22H50N7O5 in total at a distorted geometry, with ωB97M-V/def2-TZVPD.

Each line ends with the Löwdin spin population.
Atoms and positions in Å:
N (0.7664, 0.2295, 0.2106)  0.00
O (1.8931, 0.3144, -0.2077)  0.02
O (0.2948, -0.8242, 0.6362)  0.00
O (0.0997, 1.2464, 0.2434)  0.00
C (-0.0353, 4.3327, -1.9041)  0.01
C (0.8829, 3.5819, -2.9707)  0.02
N (2.2985, 3.6342, -2.5667)  0.20
C (3.3523, 3.9254, -3.3951)  0.04
C (4.5141, 3.9036, -2.5914)  0.00
N (4.1529, 3.5291, -1.3334)  0.17
C (2.7651, 3.2726, -1.3328)  0.37
C (5.0161, 3.3768, -0.1523)  0.02
H (-1.0363, 4.4177, -2.3270)  0.00
H (0.3288, 5.2789, -1.5039)  0.00
H (-0.1397, 3.6237, -1.0828)  0.00
H (0.7609, 4.0350, -3.9545)  0.00
H (0.5184, 2.5571, -3.0417)  0.01
H (3.3675, 4.0152, -4.4712)  0.01
H (5.5730, 4.0530, -2.7425)  0.00
H (2.1609, 2.8084, -0.5674)  0.04
H (4.3960, 3.6703, 0.6946)  0.01
H (5.9057, 3.9942, -0.2774)  0.00
H (5.2478, 2.3120, -0.1298)  0.01
C (-0.1053, -6.0315, 5.7178)  0.00
C (-0.7732, -4.7008, 5.7351)  0.00
N (-0.1102, -3.7434, 4.8700)  0.00
C (0.5303, -3.9718, 3.7287)  0.00
C (0.9393, -2.7939, 3.0880)  0.00
N (0.5312, -1.8025, 3.9993)  0.00
C (-0.0073, -2.3350, 5.1072)  0.00
C (0.9938, -0.4873, 3.9180)  0.00
H (0.9775, -5.9249, 5.7837)  0.00
H (-0.3013, -6.6592, 4.8484)  0.00
H (-0.4477, -6.5926, 6.5873)  0.00
H (-0.7790, -4.2277, 6.7171)  0.00
H (-1.8011, -4.6848, 5.3729)  0.00
H (0.5065, -4.9813, 3.3455)  0.00
H (1.5268, -2.4996, 2.2309)  0.00
H (-0.2586, -1.8335, 6.0301)  0.00
H (1.3265, -0.0111, 4.8403)  0.00
H (0.2300, 0.0737, 3.3795)  0.00
H (1.8693, -0.4284, 3.2713)  0.00
C (0.0976, -0.7481, -2.8525)  0.01
N (1.0563, -1.8077, -3.4121)  0.00
C (2.2384, -2.0719, -2.4106)  0.00
C (0.2664, -3.1127, -3.5627)  0.00
C (1.4126, -1.5298, -4.8796)  0.00
C (2.2284, -0.1951, -5.0843)  0.01
O (1.3385, 0.8764, -5.1490)  0.00
H (-0.4440, -1.0763, -1.9654)  0.00
H (-0.6585, -0.4756, -3.5888)  0.00
H (0.7863, 0.0514, -2.5795)  0.00
H (2.7982, -1.1395, -2.3376)  0.00
H (2.8797, -2.8427, -2.8379)  0.00
H (1.9087, -2.2880, -1.3943)  0.00
H (-0.6396, -2.9718, -4.1521)  0.00
H (-0.0291, -3.3436, -2.5393)  0.00
H (0.9108, -3.8716, -4.0065)  0.00
H (0.4688, -1.4787, -5.4225)  0.00
H (1.9360, -2.3947, -5.2872)  0.00
H (2.7906, -0.0671, -6.0092)  0.00
H (3.0382, -0.0118, -4.3782)  0.01
H (1.7989, 1.5147, -5.6987)  0.00
C (-5.0774, 1.0666, 2.3951)  0.00
N (-3.8156, 1.4888, 1.6033)  0.00
C (-4.1053, 2.5874, 0.6329)  0.00
C (-2.7127, 1.9390, 2.5810)  0.00
C (-3.2546, 0.2597, 0.7797)  0.00
C (-4.2468, -0.4617, -0.1575)  0.00
O (-5.2426, -1.0941, 0.5676)  0.00
H (-4.9165, 0.1882, 3.0202)  0.00
H (-5.8421, 0.9192, 1.6324)  0.00
H (-5.3117, 2.0045, 2.8987)  0.00
H (-4.3657, 3.4776, 1.2055)  0.00
H (-4.9281, 2.2383, 0.0089)  0.00
H (-3.2739, 2.7485, -0.0534)  0.00
H (-2.4309, 1.0946, 3.2100)  0.00
H (-3.2674, 2.5526, 3.2909)  0.00
H (-1.9331, 2.4540, 2.0196)  0.00
H (-2.8205, -0.3551, 1.5681)  0.00
H (-2.4534, 0.6397, 0.1456)  0.00
H (-3.6825, -1.1678, -0.7666)  0.00
H (-4.6028, 0.3282, -0.8189)  0.00
H (-5.8306, -1.5768, -0.0178)  0.00

Properties
Spin multiplicity = 2
Charge = +2
Expectation value of S² = 0.757
Energy = -1626.9025 hartree
Kohn-Sham gap (alpha / beta) = 0.078 / 0.231 hartree

Record 2
Computed, not measured: an isolated molecule of C21H26N2O3S, with ωB97M-V/def2-TZVPD.

Each line ends with the Mulliken charge.
Atoms and positions in Å:
C (5.8594, 0.2961, -0.8226)  -0.78
H (6.9455, 0.3726, -0.8117)  0.24
O (5.5328, -0.6239, 0.1929)  -0.46
C (4.2196, -0.9000, 0.4160)  0.43
C (3.9514, -1.8207, 1.4318)  -0.65
C (2.6496, -2.1561, 1.7358)  -0.85
C (1.5945, -1.5860, 1.0391)  -0.23
C (1.8515, -0.6819, 0.0200)  0.61
C (3.1626, -0.3371, -0.2873)  -0.08
H (3.3277, 0.3809, -1.0746)  0.53
C (0.7375, -0.0002, -0.7330)  -0.94
N (0.4802, 1.3167, -0.1815)  0.57
C (1.0460, 2.4134, -0.7342)  0.84
O (1.7795, 2.3711, -1.7024)  -0.68
C (0.6378, 3.6937, -0.0356)  -1.04
C (-0.8780, 3.7040, 0.1544)  -0.93
C (-1.3612, 2.4910, 0.9599)  0.38
C (-2.5965, 1.8666, 0.3002)  0.15
O (-2.9000, 2.0369, -0.8587)  -0.66
N (-3.3258, 1.1040, 1.1468)  -0.07
H (-3.0183, 0.9749, 2.0978)  0.30
C (-4.5291, 0.4177, 0.7418)  -0.91
H (-4.7149, 0.7098, -0.2933)  0.37
H (-5.3662, 0.7521, 1.3648)  0.40
C (-4.3936, -1.1068, 0.8506)  -0.87
C (-3.3684, -1.6563, -0.0855)  0.30
C (-3.3129, -1.5600, -1.4381)  -0.33
C (-2.2089, -2.2410, -2.0028)  -0.56
C (-1.4209, -2.8595, -1.0862)  0.48
S (-2.0342, -2.5930, 0.5204)  -0.24
C (-0.1993, -3.6766, -1.3089)  -1.13
H (0.6733, -3.2135, -0.8471)  0.21
H (-0.0170, -3.7764, -2.3761)  0.34
H (-0.3176, -4.6702, -0.8772)  0.33
H (-2.0118, -2.2712, -3.0595)  0.40
H (-4.0351, -1.0214, -2.0242)  0.44
H (-5.3682, -1.5492, 0.6246)  0.34
H (-4.1320, -1.3783, 1.8762)  0.39
C (-0.2445, 1.4290, 1.0554)  -1.21
H (0.4403, 1.7043, 1.8699)  0.36
H (-0.6676, 0.4510, 1.2954)  0.44
H (-1.6329, 2.7844, 1.9787)  0.51
H (-1.3524, 3.6652, -0.8296)  0.37
H (-1.1874, 4.6300, 0.6407)  0.36
H (0.9554, 4.5383, -0.6466)  0.38
H (1.1475, 3.7566, 0.9297)  0.33
H (1.0253, 0.1506, -1.7761)  0.67
H (-0.1865, -0.5810, -0.6943)  -0.74
H (0.5779, -1.8528, 1.2894)  0.36
H (2.4503, -2.8671, 2.5239)  0.42
H (4.7822, -2.2541, 1.9655)  0.45
H (5.5302, -0.0575, -1.8046)  0.31
H (5.4234, 1.2810, -0.6299)  0.32

Properties
Energy relative to the best compared isomer or geometry (same formula, charge and spin) = 1.0015 eV
Structure (SMILES) = COc1cccc(CN2C[C@H](C(=O)NCCc3ccc(C)s3)CCC2=O)c1
Charge = 0
Energy = -1549.2819 hartree
Kohn-Sham gap = 0.326 hartree

Record 3
Computed, not measured: an isolated molecule of C22H29N5O4 at a distorted geometry, with ωB97M-V/def2-TZVPD.

Each line ends with the Mulliken charge.
Atoms and positions in Å:
C (2.1212, 4.1701, 1.2178)  -1.19
N (1.2013, 3.1334, 0.7841)  0.13
C (0.4453, 3.4538, -0.3296)  0.35
O (0.5379, 4.5365, -0.8689)  -0.67
N (-0.4306, 2.4944, -0.7864)  0.16
C (-0.4779, 1.2846, -0.1736)  0.68
C (0.2744, 1.0024, 0.9520)  -0.60
N (-0.0357, -0.3167, 1.2915)  -0.04
C (-0.9428, -0.7274, 0.3551)  0.25
N (-1.2283, 0.2272, -0.5325)  -0.64
N (-1.5013, -1.9527, 0.2538)  0.45
C (-2.1585, -2.2527, -1.0015)  -1.03
H (-2.0938, -3.3280, -1.1773)  0.61
C (-3.6134, -1.7794, -1.0610)  -0.65
H (-3.9102, -1.7053, -2.1085)  0.34
H (-3.6570, -0.7778, -0.6320)  0.34
C (-4.5841, -2.7087, -0.3408)  -0.80
H (-4.5955, -3.6792, -0.8437)  0.29
H (-5.5900, -2.2896, -0.4160)  0.37
C (-4.2459, -2.9186, 1.1330)  -0.64
C (-2.9428, -3.6921, 1.3472)  -1.00
H (-2.8347, -4.4537, 0.5746)  0.43
C (-1.7001, -2.8054, 1.4121)  -0.77
H (-0.8185, -3.4467, 1.5488)  0.18
H (-1.8113, -2.1602, 2.2891)  0.59
H (-2.9878, -4.2153, 2.3053)  0.45
H (-5.0641, -3.4768, 1.5935)  0.36
H (-4.1844, -1.9511, 1.6355)  0.32
H (-1.5940, -1.7361, -1.7802)  0.50
C (0.7518, -1.0418, 2.2590)  -1.32
H (1.1944, -0.2957, 2.9234)  0.64
H (0.1300, -1.7158, 2.8462)  0.46
C (1.9017, -1.8653, 1.6267)  -0.16
O (1.4276, -2.9074, 0.8157)  -0.65
H (1.2111, -2.5230, -0.0449)  0.46
H (2.4438, -2.3408, 2.4522)  0.66
C (2.8743, -0.9607, 0.8540)  -0.68
O (2.2636, -0.6485, -0.3848)  -0.43
C (2.6424, 0.4768, -1.0612)  0.53
C (1.8996, 0.7629, -2.2067)  -0.47
C (2.1817, 1.8878, -2.9537)  -0.46
C (3.1992, 2.7465, -2.5699)  -0.61
C (3.9438, 2.4537, -1.4434)  -0.55
C (3.6798, 1.3213, -0.6896)  -0.33
H (4.2843, 1.1145, 0.1792)  0.37
H (4.7489, 3.1076, -1.1415)  0.45
H (3.4077, 3.6341, -3.1461)  0.38
H (1.6056, 2.0979, -3.8427)  0.53
H (1.1011, 0.0918, -2.4846)  0.33
H (3.8180, -1.4920, 0.6719)  0.42
H (3.0702, -0.0655, 1.4498)  0.31
C (1.1992, 1.9283, 1.4977)  1.18
O (1.9470, 1.7572, 2.4548)  -0.77
C (-1.2378, 2.7692, -1.9535)  -0.96
H (-2.0749, 2.0761, -1.9504)  0.35
H (-0.6490, 2.6337, -2.8618)  0.22
H (-1.5801, 3.8021, -1.9088)  0.33
H (1.5674, 5.0772, 1.4581)  0.32
H (2.6434, 3.7976, 2.0961)  0.36
H (2.8269, 4.3918, 0.4175)  0.34

Properties
Energy relative to the best compared isomer or geometry (same formula, charge and spin) = 0.5066 eV
Structure (SMILES) = Cn1c(=O)c2c(nc(N3CCCCCC3)n2C[C@@H](O)COc2ccccc2)n(C)c1=O
Charge = 0
Energy = -1430.5478 hartree
Kohn-Sham gap = 0.304 hartree